C12H32N2O5Ti as an isolated structure. Source: the OMol25 dataset; level of theory: ωB97M-V/def2-TZVPD.

```
52
Properties=species:S:1:pos:R:3:forces:R:3
Ti 0.56190 0.05771 -0.73072 -0.050 0.230 0.136
C 1.37790 -3.59109 -1.38838 -0.560 -0.424 0.403
O 1.13458 -2.55359 -0.44957 0.074 1.158 -0.146
C 1.94432 -2.56388 0.72173 0.599 0.091 0.198
C 2.61843 -1.20850 1.07094 -0.046 -1.414 0.116
N 1.65668 -0.11012 1.27388 1.504 0.500 -0.069
C 2.28286 1.24947 1.19052 -0.920 0.479 0.726
C 1.15142 2.26784 1.13494 0.917 -0.353 -0.070
O 0.66298 2.28663 -0.20675 -0.151 0.429 1.109
C -0.24439 3.35903 -0.39889 -0.872 0.079 -1.082
H 2.34823 -3.53939 -1.89082 0.074 0.141 0.204
H 0.57975 -3.52866 -2.12856 0.116 0.039 -0.058
H 1.26476 -4.54886 -0.86806 0.225 -0.052 -0.256
H 2.74805 -3.29499 0.58890 0.075 0.070 0.011
H 1.36785 -2.92422 1.57896 -0.295 0.124 -0.094
H 3.40386 -1.02039 0.34018 -0.369 0.566 -0.314
H 3.17619 -1.44819 1.98648 -0.017 0.191 0.136
H 1.46333 -0.12792 2.27353 -0.816 -0.440 -0.184
H 2.91890 1.37016 0.31674 0.242 -0.200 0.136
H 2.75490 1.50241 2.15054 0.739 -0.259 -0.330
H 1.52150 3.25175 1.43765 0.076 0.112 -0.309
H 0.43169 1.97481 1.90437 -0.585 0.028 -0.391
H -1.27939 3.10409 -0.15038 0.194 -0.263 0.362
H -0.25813 3.56889 -1.47153 0.191 0.098 0.105
H 0.02681 4.26484 0.14377 0.304 -0.111 0.052
C -2.20026 2.26858 3.35259 -0.434 -0.789 -0.184
O -1.95835 1.53806 2.14762 0.539 0.371 0.168
C -1.76726 0.16341 2.37129 -0.878 -0.125 -0.229
C -1.84343 -0.60033 1.02844 0.420 -0.444 0.683
N -1.98879 0.27608 -0.14523 -0.369 -0.972 0.025
C -2.51917 -0.48453 -1.28343 -0.792 -0.801 -0.361
C -1.50209 -1.33433 -2.00102 -0.204 1.137 -0.280
O -0.52511 -0.41474 -2.55203 1.049 -0.962 0.205
C -0.83752 0.32419 -3.70773 -2.397 -0.753 -0.863
H -3.25488 2.11500 3.60909 0.065 0.354 0.162
H -1.97215 3.31417 3.17258 -0.073 0.025 -0.004
H -1.60886 1.87755 4.18635 0.189 0.134 -0.093
H -2.57065 -0.19852 3.02420 0.021 -0.067 0.054
H -0.83111 -0.06590 2.88825 0.200 0.291 -0.007
H -2.64145 -1.35251 1.08763 -0.177 0.168 -0.089
H -0.91092 -1.17323 0.97515 -0.053 -0.003 -0.398
H -2.76407 0.88357 0.10486 0.507 0.589 0.012
H -2.95286 0.19682 -2.01623 -0.002 0.174 0.168
H -3.32390 -1.19094 -1.01384 -0.081 0.295 0.306
H -1.97722 -1.95353 -2.76651 0.033 0.217 -0.256
H -1.02639 -2.01428 -1.29275 0.469 0.177 -0.158
H -0.00920 0.89232 -4.10696 0.324 -0.147 0.354
H -1.72253 0.96459 -3.56926 0.518 0.408 0.430
H -1.25800 -0.36796 -4.45854 0.703 -0.002 -0.161
O 2.57797 -0.20145 -2.31214 -0.206 -0.397 0.090
H 3.50478 -0.17869 -2.58186 -0.082 0.143 0.134
H 2.26840 -1.08122 -2.57002 0.060 0.161 -0.097
```
Forces are in eV/Å.

Calculated values
Energy above the lowest of the compared OMol25 structures with the same formula, charge and spin (eV): 1.203
Kohn-Sham gap (spin up / spin down) (eV): 4.7646 / 10.1564
Multiplicity: 4
Charge: +1
Highest occupied orbital energy (spin up / spin down) (eV): -6.916 / -12.342